Record 1
ORCA calculation (ωB97M-V/def2-TZVPD) on 8 unconnected molecules or ions with the total composition C28H78N6O8 at a distorted geometry.

```
! wB97M-V def2-TZVPD RIJCOSX def2/J DEFGRID3
* xyz 0 1
C -1.7405 2.3501 -2.3747
O -2.0141 3.7322 -2.4076
C -2.8726 4.1290 -1.3743
C -3.3180 5.5551 -1.5751
C -3.9345 5.7889 -2.9477
N -2.1951 6.4415 -1.2754
H -1.0651 2.1471 -1.5332
H -1.2244 2.1020 -3.3015
H -2.6586 1.7577 -2.3123
H -3.7507 3.4618 -1.3356
H -2.3748 3.9903 -0.4018
H -4.0821 5.7140 -0.8050
H -4.1427 6.8558 -3.0439
H -4.8617 5.2315 -3.0996
H -3.2482 5.4848 -3.7388
H -1.3804 6.1202 -1.7904
H -2.3864 7.3826 -1.5993
C 5.4871 2.1037 0.0451
O 4.7499 2.6088 -1.0312
C 3.4564 2.0602 -1.1016
C 2.6750 2.7485 -2.2135
C 3.2927 2.4203 -3.5736
N 2.6341 4.1905 -1.9475
H 5.6871 1.0270 -0.0731
H 4.9520 2.1769 1.0048
H 6.4160 2.6646 0.0974
H 3.4920 0.9855 -1.3283
H 2.9443 2.2188 -0.1433
H 1.6731 2.3058 -2.1714
H 2.8047 3.0183 -4.3462
H 3.2306 1.3645 -3.8424
H 4.3521 2.6866 -3.5582
H 3.5474 4.4700 -1.6014
H 2.5498 4.6823 -2.8314
C 2.7777 -2.7165 -3.1616
O 3.7316 -2.1364 -2.3150
C 3.6408 -2.6009 -0.9721
C 4.6129 -1.8083 -0.1627
C 6.0506 -2.2689 -0.3738
N 4.1654 -1.7825 1.2393
H 3.0002 -3.7713 -3.3647
H 2.7913 -2.1364 -4.0840
H 1.7617 -2.6578 -2.7493
H 2.6239 -2.4715 -0.5863
H 3.8915 -3.6732 -0.9597
H 4.5342 -0.7667 -0.4892
H 6.7660 -1.4618 -0.2134
H 6.1997 -2.6078 -1.4015
H 6.2709 -3.1231 0.2732
H 4.5560 -1.0055 1.7701
H 4.6153 -2.5521 1.7380
C -1.1933 -0.9395 0.0324
O 0.1841 -1.0586 -0.2184
C 0.9398 -0.0115 0.3542
C 0.8945 0.0134 1.8898
C 1.6309 1.2305 2.4289
N 1.4546 -1.2209 2.4401
H -1.6268 0.0270 -0.2366
H -1.3683 -1.2758 1.0619
H -1.7834 -1.6764 -0.5202
H 1.9899 -0.1478 0.0801
H 0.5968 0.9485 -0.0685
H -0.1609 0.1234 2.1653
H 1.2525 2.1560 1.9844
H 2.6784 1.2058 2.0945
H 1.5702 1.2866 3.5122
H 1.1065 -1.9714 1.8436
H 2.4505 -1.2008 2.2020
C -6.1693 1.8663 -3.0108
O -5.9725 0.4813 -3.1498
C -4.9976 0.1684 -4.1566
C -4.4470 -1.2021 -3.8537
C -3.6270 -1.1936 -2.5402
N -3.5378 -1.5620 -4.9396
H -7.0263 2.0150 -2.3575
H -6.3662 2.3480 -3.9771
H -5.2814 2.3307 -2.5637
H -5.5574 0.1707 -5.1003
H -4.2206 0.9363 -4.1512
H -5.2175 -1.9430 -3.6110
H -4.2095 -0.9487 -1.6543
H -2.7716 -0.5262 -2.6639
H -3.2841 -2.2244 -2.3995
H -2.8149 -2.1990 -4.6326
H -4.0581 -2.0146 -5.6820
C -5.5589 -0.1109 1.7796
O -4.3658 -0.6664 1.2707
C -4.3351 -2.0642 1.3508
C -4.2283 -2.5807 2.7774
C -3.0807 -1.9668 3.5571
N -4.1819 -4.0611 2.7122
H -5.5891 -0.1736 2.8727
H -6.4333 -0.6323 1.3726
H -5.5866 0.9367 1.4920
H -5.2540 -2.4884 0.9125
H -3.5351 -2.4943 0.7434
H -5.1326 -2.3392 3.3414
H -3.1996 -0.8767 3.6129
H -2.0657 -2.0360 3.1485
H -3.0272 -2.3639 4.5722
H -4.1310 -4.4093 3.6679
H -3.2616 -4.3208 2.3554
C -0.1608 -4.1338 4.0587
C 0.5203 -5.4425 3.7219
O 0.5331 -5.7023 2.3279
H -0.0124 -3.7985 5.0862
H -1.2191 -4.1591 3.7998
H 0.3297 -3.3488 3.4733
H 0.1568 -6.2684 4.3456
H 1.5794 -5.3573 3.9803
H -0.3588 -5.8257 1.9923
C 6.2064 0.7456 5.1990
C 5.1099 -0.2675 4.8889
O 5.5886 -1.3108 4.0263
H 7.2324 0.4041 5.0695
H 6.1085 1.2004 6.1859
H 6.1078 1.5982 4.5137
H 4.2655 0.1693 4.3663
H 4.7758 -0.7109 5.8319
H 6.4620 -1.5717 4.3361
*
```

The frontier orbital gap is 9.3 eV. As for the SMILES: COC[C@H](C)N.COC[C@H](C)N.COC[C@H](C)N.COC[C@H](C)N.COC[C@H](C)N.COC[C@H](C)N.CCO.CCO. Its energy above the lowest of the compared OMol25 structures with the same formula, charge and spin is 26.6 kcal per mole. The value obtained for the largest force on an atom is 1.82 eV/A. As for the HOMO energy: -8.7 eV.

---

Record 2
ORCA calculation (ωB97M-V/def2-TZVPD) on a molecular structure, C25H28Cl2F4N6OPRu at a distorted geometry.

```
! wB97M-V def2-TZVPD RIJCOSX def2/J DEFGRID3
* xyz 2 6
Ru -0.0685 -0.0838 -0.7577
C 1.9898 2.3307 -1.1851
N 0.9174 1.7003 -1.9614
C 1.5771 1.2630 -3.2182
C -0.2636 2.5313 -2.2622
C -1.0779 2.7530 -1.0026
N -1.2781 1.4562 -0.2787
C -2.3577 1.5021 0.5807
C -3.5463 0.6081 0.4283
F -3.4536 -0.6218 -0.1476
C -4.7532 0.9427 1.0247
F -5.9387 0.3523 0.6713
C -4.8151 1.9092 2.0826
C -3.6863 2.7201 2.2390
F -3.7469 3.6885 3.1654
C -2.5202 2.5892 1.4732
F -1.6108 3.6262 1.4711
H 2.6211 3.0423 -1.7545
H 2.6980 1.5519 -0.8245
H 1.6041 2.8655 -0.3352
H 1.9275 2.2070 -3.7479
H 0.8864 0.6922 -3.8875
H 2.4798 0.6863 -2.9940
H -0.8440 1.9839 -3.0061
H 0.1010 3.4829 -2.7165
H -2.0465 3.2662 -1.1934
H -0.4909 3.4570 -0.4017
H -5.7267 2.0175 2.6590
Cl -3.5888 -1.1669 -4.1715
C -2.1116 -1.9586 -3.9309
C -1.7646 -3.1241 -4.5994
C -0.7218 -3.9764 -4.1331
Cl -0.5414 -5.6050 -4.6123
C 0.1817 -3.4749 -3.1783
C 1.3763 -4.1006 -2.6726
C 2.3995 -3.3079 -2.1374
C 2.1238 -1.9979 -1.8419
N 0.8776 -1.4984 -1.9046
C -0.0334 -2.2003 -2.6276
C -1.2225 -1.4578 -2.9325
O -1.2933 -0.2851 -2.3845
H -2.3264 -3.5136 -5.4438
H 1.4616 -5.2102 -2.7477
H 3.3920 -3.7297 -1.8598
H 2.9055 -1.3001 -1.5912
C 0.2706 0.6334 3.9879
N 1.6272 1.0696 3.4666
C 2.7107 0.0695 3.7014
N 2.3955 -1.2804 3.2219
C 1.2001 -1.6976 3.9323
N 0.0575 -0.7804 3.6642
C -0.4250 -1.0064 2.2767
P 0.9377 -0.3459 1.1533
C 1.5900 1.2174 1.9707
C 2.3754 -1.4613 1.8071
H -0.4561 1.2602 3.5030
H 0.2135 0.7996 5.1122
H 1.8926 1.9705 3.9328
H 2.9759 0.0137 4.7644
H 3.5559 0.4571 3.1223
H 1.4524 -1.7724 4.9936
H 0.8906 -2.7228 3.6491
H -1.3902 -0.5495 2.1705
H -0.5996 -2.0861 2.0877
H 0.9242 2.0178 1.6606
H 2.6404 1.3540 1.5774
H 3.3823 -1.2648 1.3593
H 2.0871 -2.5076 1.5336
*
```

The frontier orbital gap (spin up / spin down) is 5.6 / 6.5 eV. Its energy above the lowest of the compared OMol25 structures with the same formula, charge and spin is 0.0 kcal per mole. The value obtained for the largest force on an atom is 2.83 eV/A. As for the HOMO energy (spin up / spin down): -10.9 / -14.2 eV. The expectation value of S² is 8.82.

---

Record 3
ORCA calculation (ωB97M-V/def2-TZVPD) on C4H9N3 in the gas phase at a distorted geometry.

```
! wB97M-V def2-TZVPD RIJCOSX def2/J DEFGRID3
* xyz 0 1
C -1.1213 1.5137 1.1156
C -0.3460 -2.3868 -0.0725
N -0.3690 0.3089 0.8692
C 0.9275 1.1092 -0.5196
C 0.2132 -1.2167 -0.7902
N -0.0380 0.0042 -0.3979
N 2.1495 0.8544 -0.7271
H 2.6580 1.6319 -1.1362
H 0.4134 2.0476 -0.7439
H 0.9140 -1.3186 -1.6044
H -0.4792 2.2288 1.6452
H -1.9592 1.2508 1.7650
H -1.5476 2.0229 0.2394
H 0.4408 -2.8879 0.5002
H -0.7541 -3.1123 -0.7776
H -1.1019 -2.0501 0.6348
*
```

The frontier orbital gap (spin up / spin down) is 8.1 / 8.1 eV. Its energy above the lowest of the compared OMol25 structures with the same formula, charge and spin is 106.4 kcal per mole. The value obtained for the largest force on an atom is 2.94 eV/A. As for the HOMO energy (spin up / spin down): -7.3 / -7.3 eV.

---

Record 4
ORCA calculation (ωB97M-V/def2-TZVPD) on a molecular structure, C12H40BBaN3O18P3 at a distorted geometry.

```
! wB97M-V def2-TZVPD RIJCOSX def2/J DEFGRID3
* xyz 1 1
Ba -1.3850 1.2724 2.5250
B -0.7635 0.7163 -0.0692
H -0.1717 0.0640 0.7186
H -0.4498 0.4061 -1.1891
H -1.9295 0.6156 0.1222
H -0.4605 1.8577 0.1212
C 2.5053 -0.1487 -0.1686
N 3.8321 -0.7286 -0.4955
O 3.9155 -1.3580 -1.5297
O 4.7333 -0.5681 0.3141
H 2.1192 0.3957 -1.0227
H 2.5883 0.5192 0.6829
H 1.8818 -0.9857 0.1369
C -2.0306 1.5704 -3.8339
N -3.3963 1.6953 -4.4139
O -3.4850 1.8292 -5.6109
O -4.3344 1.6870 -3.6331
H -1.5495 0.6888 -4.2460
H -2.1520 1.4952 -2.7608
H -1.4564 2.4448 -4.1241
C -3.9196 2.9403 -0.2837
N -2.9656 3.9532 0.2602
O -2.3110 3.6983 1.2817
O -2.8847 4.9885 -0.3335
H -4.9082 3.3813 -0.1758
H -3.8522 2.0166 0.2751
H -3.6834 2.8218 -1.3356
C 2.0092 -3.7537 4.7094
O 1.5239 -2.6924 3.8544
P 1.4049 -1.2183 4.3400
O 0.4376 -0.4728 3.5095
O 1.0442 -1.3114 5.8600
C 0.9462 -0.1259 6.6733
O 2.8395 -0.6075 4.3717
C 3.6350 -0.5759 3.1597
H 2.7978 -4.2690 4.1673
H 1.1921 -4.4488 4.8883
H 2.3850 -3.3797 5.6565
H 0.0307 0.4079 6.4236
H 1.8239 0.5030 6.5340
H 0.9095 -0.4438 7.7094
H 4.6093 -0.9984 3.3812
H 3.7417 0.4514 2.8236
H 3.1949 -1.1504 2.3460
C -5.1913 -3.7463 0.8560
O -4.5652 -2.6282 1.5162
P -3.0121 -2.4941 1.6146
O -2.6460 -1.1517 2.0838
O -2.5853 -3.6815 2.5238
C -1.2200 -3.8043 2.9571
O -2.4166 -2.9240 0.2298
C -2.6422 -2.1254 -0.9448
H -4.7734 -4.6819 1.2193
H -5.0548 -3.6704 -0.2225
H -6.2528 -3.6814 1.0670
H -0.5603 -3.1253 2.4168
H -0.9195 -4.8370 2.8114
H -1.1520 -3.5466 4.0145
H -2.8412 -2.8157 -1.7606
H -1.7785 -1.5087 -1.1740
H -3.4964 -1.4553 -0.8201
C 1.0121 3.2991 -2.2661
O 1.3386 2.2336 -3.1633
P 2.7458 2.2088 -3.8787
O 3.8801 1.9856 -2.9861
O 2.5527 1.1380 -5.0167
C 2.5727 -0.2566 -4.6753
O 2.7436 3.5683 -4.6722
C 3.7639 3.8309 -5.6561
H 1.7020 4.1449 -2.3132
H 0.9795 2.8786 -1.2696
H 0.0667 3.7438 -2.5798
H 2.8451 -0.4061 -3.6313
H 3.2796 -0.7490 -5.3377
H 1.5933 -0.7042 -4.8510
H 4.4911 4.5270 -5.2408
H 3.2787 4.3353 -6.4881
H 4.2507 2.9171 -5.9821
*
```

The frontier orbital gap is 9.0 eV. Its energy above the lowest of the compared OMol25 structures with the same formula, charge and spin is 0.0 kcal per mole. The value obtained for the largest force on an atom is 1.30 eV/A. As for the HOMO energy: -12.2 eV.

---

Record 5
ORCA calculation (ωB97M-V/def2-TZVPD) on 3 unconnected molecules or ions with the total composition C16H18B2F16NO4 at a distorted geometry.

```
! wB97M-V def2-TZVPD RIJCOSX def2/J DEFGRID3
* xyz -1 1
C 7.9507 -1.9864 -0.3937
O 7.5204 -0.9589 -1.3048
B 6.1153 -1.1832 -1.4974
O 5.7159 -2.2934 -2.3381
B 4.8894 -0.2655 -0.7681
C 3.5871 -1.2507 -0.6572
C 2.6292 -1.3376 -1.7287
C 1.5853 -2.2815 -1.4713
C 1.5724 -3.0005 -0.2658
N 2.4026 -2.9415 0.7911
C 3.3739 -2.0431 0.5031
H 7.4729 -1.8468 0.6058
H 7.6251 -2.9905 -0.7663
H 9.0552 -1.9575 -0.3487
H 5.6391 -3.0540 -1.7401
H 5.2174 0.1222 0.3355
H 4.6250 0.7229 -1.4105
H 2.7507 -0.7434 -2.6425
H 0.7899 -2.4490 -2.2168
H 0.7508 -3.7404 -0.1514
H 4.1237 -1.9102 1.3128
C -4.5684 0.0241 -2.9943
C -3.5722 1.0602 -3.5478
C -2.4899 0.5261 -4.4851
F -1.6861 -0.3631 -3.8746
F -1.6992 1.5460 -4.9030
F -3.0220 1.7381 -2.5162
F -4.3063 1.9718 -4.2535
O -4.3247 -0.4615 -1.6816
C -3.4627 -1.5471 -1.5305
C -2.2297 -1.1930 -0.7009
F -1.5111 -0.2085 -1.2850
F -1.4127 -2.2601 -0.5819
F -3.1464 -2.0619 -2.7346
F -4.1694 -2.5022 -0.8860
H -5.5216 0.5473 -2.9083
H -4.7575 -0.7869 -3.6992
H -2.9305 0.0554 -5.3689
H -2.5112 -0.8579 0.2969
C -1.6707 1.9674 2.2114
C -2.9573 1.2410 2.6533
C -4.1494 2.1341 2.9920
F -3.8928 2.9497 4.0338
F -5.2137 1.3700 3.3494
F -2.6666 0.4125 3.6785
F -3.3351 0.4398 1.6112
O -0.6644 2.1444 3.2003
C -0.7396 3.2577 4.0268
C -0.9014 2.8695 5.4963
F -2.0357 2.1648 5.6932
F -0.9788 3.9785 6.2713
F -1.7083 4.0949 3.6045
F 0.4254 3.9225 3.8764
H -1.1998 1.3173 1.4722
H -1.8809 2.8931 1.6741
H -4.4436 2.7420 2.1320
H -0.0575 2.2629 5.8310
*
```

The frontier orbital gap is 5.9 eV. The value obtained for the largest force on an atom is 3.02 eV/A. As for the HOMO energy: -4.0 eV.

---

Record 6
ORCA calculation (ωB97M-V/def2-TZVPD) on a molecular structure, C44H48N8O2Sb2Y.

```
! wB97M-V def2-TZVPD RIJCOSX def2/J DEFGRID3
* xyz 1 1
Y -1.6861 -0.1616 -0.0249
C 0.6479 -0.1629 3.6038
C 1.1139 1.1540 3.5588
C 0.3544 2.1423 2.9880
C -0.9251 1.8216 2.4784
N -1.2943 0.5320 2.3750
C -0.5344 -0.4137 2.9628
N -1.8288 2.7930 2.1017
C -3.0260 2.5319 1.4259
N -3.1117 1.5366 0.5049
C -4.3319 1.6101 -0.1177
N -4.8217 0.8370 -1.0638
C -4.5239 -0.4499 -1.3248
C -5.1478 -1.0225 -2.4664
C -5.0772 -2.3646 -2.6908
C -4.3889 -3.1846 -1.7771
C -3.7512 -2.5776 -0.7353
N -3.7516 -1.2370 -0.5204
C -5.0417 2.7456 0.4262
C -6.3092 3.2302 0.1250
C -6.7789 4.3106 0.8404
C -5.9960 4.8799 1.8577
C -4.7402 4.4035 2.1648
C -4.2297 3.3181 1.4282
H 1.2041 -0.9525 4.0881
H 2.0829 1.4117 3.9664
H 0.7603 3.1391 2.9296
H -0.9437 -1.4180 2.9128
H -5.7071 -0.3582 -3.1090
H -5.5700 -2.7997 -3.5506
H -4.3581 -4.2587 -1.8860
H -3.1915 -3.1641 -0.0158
H -6.8949 2.7557 -0.6509
H -7.7584 4.7191 0.6320
H -6.3918 5.7132 2.4233
H -4.1997 4.8680 2.9744
C 3.1594 -0.7179 1.0809
Sb 1.6818 0.1748 -0.1883
C 2.1921 -0.9085 -1.9496
C 2.7994 1.9744 -0.6600
C 2.7483 3.0379 0.3983
C 3.5238 2.8813 1.5476
C 3.5235 3.8206 2.5659
C 2.7268 4.9513 2.4480
C 1.9680 5.1316 1.3020
C 1.9726 4.2021 0.2597
C 1.1934 4.5039 -0.9875
Sb -0.5248 3.1898 -1.2099
C -2.0297 4.7216 -1.2593
C -1.5768 4.1986 2.4269
H 4.1424 -0.6492 0.6154
H 2.9148 -1.7694 1.2373
H 3.1826 -0.2156 2.0457
H 3.2188 -0.6923 -2.2444
H 1.5084 -0.6370 -2.7522
H 2.1023 -1.9765 -1.7471
H 2.4431 2.3287 -1.6265
H 3.8253 1.6284 -0.8032
H 4.1631 2.0091 1.6306
H 4.1537 3.6806 3.4350
H 2.7218 5.7038 3.2260
H 1.3834 6.0377 1.1878
H 1.8190 4.4059 -1.8759
H 0.8235 5.5283 -0.9631
H -1.7533 5.5515 -0.6086
H -2.9853 4.3105 -0.9337
H -2.1405 5.1026 -2.2741
H -1.6537 4.8116 1.5301
H -0.5933 4.3292 2.8553
H -2.2952 4.5473 3.1613
C 5.2507 -2.7716 -3.2961
C 4.6749 -3.7226 -2.2839
C 4.6483 -3.4092 -0.9302
C 4.1194 -4.2836 0.0087
C 3.5878 -5.4959 -0.4041
N 3.0347 -6.4282 0.5199
C 2.3444 -6.1400 1.6692
O 2.3581 -6.8587 2.6418
N 1.5816 -4.9644 1.6839
C 0.8453 -4.3835 0.6498
C 0.6297 -4.9685 -0.5956
C -0.1039 -4.2728 -1.5383
C -0.6387 -3.0390 -1.2196
N -0.4838 -2.4891 -0.0070
C 0.2594 -3.1432 0.8876
C 3.6146 -5.8300 -1.7538
C 4.1574 -4.9548 -2.6781
H 5.6376 -1.8724 -2.8179
H 4.4957 -2.4703 -4.0245
H 6.0692 -3.2356 -3.8479
H 5.0702 -2.4685 -0.5974
H 4.1368 -4.0306 1.0611
H 3.4823 -7.3315 0.5777
H 1.2345 -4.7984 2.6170
H 1.0200 -5.9506 -0.8166
H -0.2725 -4.6910 -2.5208
H -1.2016 -2.4646 -1.9434
H 0.4125 -2.6615 1.8464
H 3.2065 -6.7814 -2.0741
H 4.1762 -5.2330 -3.7251
C -1.5160 0.0064 -3.3980
O -1.2559 -0.0272 -2.0275
H -1.4740 -0.9999 -3.8356
H -0.7813 0.6259 -3.9253
H -2.5103 0.4152 -3.6076
*
```

The frontier orbital gap (spin up / spin down) is 5.2 / 6.5 eV. Its energy above the lowest of the compared OMol25 structures with the same formula, charge and spin is 44.9 kcal per mole. The value obtained for the largest force on an atom is 0.83 eV/A. As for the HOMO energy (spin up / spin down): -8.5 / -9.8 eV.

---

Record 7
ORCA calculation (ωB97M-V/def2-TZVPD) on C3H10N2 in the gas phase at a distorted geometry.

```
! wB97M-V def2-TZVPD RIJCOSX def2/J DEFGRID3
* xyz 0 1
C 0.8565 1.0660 0.8853
C 0.5868 0.5233 -0.6377
C -0.4459 -0.5939 -0.6163
N -0.0633 -1.7791 0.0667
N -1.7669 -0.2078 -0.2597
H 1.5600 1.8948 0.8329
H -0.0626 1.4240 1.3479
H 1.2961 0.2829 1.5029
H 1.5419 0.1649 -1.0158
H 0.2378 1.3722 -1.2218
H -0.4035 -0.7770 -1.8186
H -0.2226 -1.7339 1.0648
H 0.8908 -2.0514 -0.1272
H -2.0692 0.6284 -0.7411
H -1.9360 -0.2133 0.7378
*
```

The frontier orbital gap is 9.6 eV. As for the SMILES: CCC(N)N. Its energy above the lowest of the compared OMol25 structures with the same formula, charge and spin is 14.9 kcal per mole. The value obtained for the largest force on an atom is 4.36 eV/A. As for the HOMO energy: -8.6 eV.

---

Q: Number 1 is which compound?
A: C28H78N6O8

---

Q: Which of these has the lowest largest force on an atom?
A: C44H48N8O2Sb2Y